# 1
C4H13N2O2 | the ωB97M-V functional and the def2-TZVPD basis

Geometry as XYZ:
```
21
Properties=species:S:1:pos:R:3:nbo_charge:R:1
N -0.409 -2.203 -1.142 -0.691
C -0.067 -0.765 -0.842 -0.140
C -1.200 -0.077 -0.098 -0.626
C 1.268 -0.868 -0.095 0.659
N 1.896 0.260 0.261 -0.571
C 1.600 1.594 -0.285 -0.434
O 1.657 -1.989 0.216 -0.614
H -1.189 -2.492 -0.546 0.438
H -0.619 -2.396 -2.118 0.444
H 0.416 -2.747 -0.800 0.477
H 0.097 -0.301 -1.812 0.236
H -1.273 -0.480 0.912 0.233
H -0.983 0.987 -0.064 0.266
H -2.133 -0.202 -0.645 0.233
H 2.889 0.143 0.447 0.427
H 1.311 1.592 -1.330 0.198
H 2.471 2.234 -0.187 0.242
H 0.821 2.056 0.318 0.222
H -2.042 1.207 2.970 0.472
H -2.651 2.498 2.460 0.482
O -1.860 1.948 2.381 -0.951
```

net charge	+1
DFT total energy	-419.976974	hartree
F_max	0.0265	Eh/bohr


# 2
C4H13N2O2 | the ωB97M-V functional and the def2-TZVPD basis

Geometry as XYZ:
```
21
Properties=species:S:1:pos:R:3:nbo_charge:R:1
O -1.830 0.915 -1.479 -0.505
C -1.101 0.599 -0.575 0.418
C -0.331 -0.718 -0.661 -0.154
C 0.085 -1.432 0.663 -0.420
C 1.600 -1.252 0.770 -0.212
N 1.824 0.169 0.872 -0.882
N -1.175 -1.588 -1.553 -0.672
H -0.916 1.244 0.298 0.191
H 0.553 -0.473 -1.199 0.257
H -0.291 -2.452 0.678 0.223
H -0.329 -0.758 1.416 0.233
H 2.110 -1.556 -0.109 0.189
H 2.069 -1.853 1.555 0.198
H 2.789 0.432 0.735 0.383
H 1.448 0.722 1.630 0.395
H -0.656 -2.442 -1.782 0.438
H -2.014 -1.970 -1.109 0.443
H -1.424 -1.097 -2.417 0.468
H 0.963 3.324 0.856 0.485
H 0.432 3.275 2.301 0.489
O 0.403 2.821 1.450 -0.966
```

net charge	+1
DFT total energy	-419.932233	hartree
F_max	0.0368	Eh/bohr


# 3
C4H13N2O2 | the ωB97M-V functional and the def2-TZVPD basis

Geometry as XYZ:
```
21
Properties=species:S:1:pos:R:3:nbo_charge:R:1
N 0.901 -1.039 -0.820 -0.788
C -0.401 -1.625 -1.001 -0.229
C -1.322 -1.555 0.240 -0.223
N -1.335 -0.192 0.815 -0.550
C -1.557 0.982 0.116 0.409
C -0.620 2.157 0.223 -0.183
O 0.626 1.988 -0.459 -0.695
H 0.743 -0.051 -0.717 0.363
H 0.596 2.451 -1.306 0.496
H 1.316 -1.368 0.053 0.378
H -0.953 -1.068 -1.770 0.187
H -0.478 -2.692 -1.236 0.227
H -0.997 -2.275 0.970 0.235
H -2.368 -1.808 0.015 0.218
H -1.775 -0.032 1.727 0.438
H -2.607 1.276 0.280 0.188
H -0.249 2.216 1.253 0.292
H -1.046 3.102 -0.111 0.234
H 4.540 -0.180 0.955 0.484
H 3.369 0.041 -0.038 0.473
O 3.616 -0.329 0.813 -0.955
```

net charge	+1
DFT total energy	-419.781000	hartree
F_max	0.0851	Eh/bohr


# 4
C4H13N2O6PV | the ωB97M-V functional and the def2-TZVPD basis

Geometry as XYZ:
```
27
Properties=species:S:1:pos:R:3:lowdin_charge:R:1
N 2.062 0.987 0.109 0.010
C 2.558 -0.122 -0.694 -0.256
C 1.473 -1.113 -1.184 -0.177
C 0.623 -1.718 -0.057 -0.147
C -0.924 -1.799 -0.263 -0.167
O -1.488 -1.183 -1.452 -0.125
P -1.898 0.344 -1.385 0.389
O -2.968 0.568 -2.296 -0.148
O -0.705 1.343 -1.729 -0.080
O -2.424 0.802 0.134 -0.068
N -1.422 1.323 0.943 0.065
H 1.892 1.820 -0.430 0.068
H 1.276 0.738 0.685 0.010
H 3.389 -0.631 -0.212 0.113
H 2.958 0.318 -1.606 0.117
H 0.919 -0.614 -1.971 0.082
H 2.018 -1.925 -1.662 0.118
H 0.808 -1.237 0.909 0.098
H 0.963 -2.739 0.080 0.117
H -1.190 -2.847 -0.331 0.130
H -1.417 -1.453 0.649 0.107
H -0.440 1.088 -2.632 0.123
H -1.033 2.202 0.587 0.191
H -0.684 0.625 1.033 0.120
O -1.449 1.514 2.552 -0.302
V -1.448 1.747 4.270 1.036
O -1.447 1.963 5.954 -0.425
```

net charge	+1
DFT total energy	-2006.073885	hartree
F_max	0.1875	Eh/bohr